Entry 1:
ORCA calculation (ωB97M-V/def2-TZVPD) on a 8-piece molecular cluster, C5H28N2O8 overall in a non-equilibrium geometry.

* multiplicity: 2
* F_max: 10.65 eV Å⁻¹
* ⟨S²⟩: 0.7506
* energy above the lowest of the compared OMol25 structures with the same formula, charge and spin: 107.5 kcal per mole
* net charge: -1
* HOMO-LUMO gap (spin up / spin down): 2.19 / 8.36 eV

XYZ file:
```
43
Properties=species:S:1:pos:R:3:forces:R:3
O 1.8255 -0.8465 3.1881 0.7 -0.6 3.3
O -1.8650 3.6033 2.3744 -9.4 -4.5 2.3
O -0.0965 -3.5520 -1.1742 -2.2 1.2 1.2
O -0.7050 0.7348 3.2616 -1.2 1.1 -0.5
O 0.4802 3.7608 1.1352 0.7 1.3 0.8
O -0.4605 -1.5615 -4.3201 -2.0 -2.7 2.2
O -1.0242 3.2959 -1.4951 -1.6 -3.2 -1.1
O 2.6688 -2.6365 -1.1678 2.8 0.3 0.8
N -1.8113 -1.6422 0.7506 -3.0 -0.7 -3.4
N -0.0400 0.6181 -0.1296 1.9 0.1 -0.3
C -2.2049 -0.5299 -0.1410 -0.2 -2.5 -1.0
C 1.7498 -1.6737 -0.6223 -0.4 -1.8 -1.8
C 1.3641 0.6800 -0.7678 -0.7 2.2 3.3
C -1.1022 -0.0119 -0.9895 2.3 1.6 -1.2
C 2.2830 -0.3282 -0.1451 1.8 -1.2 0.1
H 0.2013 -1.0194 -3.8618 -0.4 -0.6 0.3
H -1.2682 -1.5068 1.5031 2.2 1.1 3.0
H 0.8260 4.4863 0.6095 0.0 0.1 0.0
H 0.3375 3.0862 0.4998 -0.5 -1.4 -0.8
H -2.2082 3.5280 1.4983 -0.4 -0.2 -0.9
H 3.4990 -2.6589 -0.6122 -1.4 -0.1 -0.8
H -0.7200 -0.8976 -1.6726 -0.7 1.8 1.5
H 1.1359 -1.5489 -1.6000 0.5 0.1 2.2
H 1.2132 0.6444 -1.8188 0.4 -0.3 -0.9
H 1.8703 1.6412 -0.4533 -1.0 -0.2 -0.8
H 1.2221 -2.3188 0.0899 -0.6 1.2 0.1
H 1.8673 -0.7582 2.2571 -1.4 0.2 -0.8
H -2.8325 0.1646 0.3728 0.0 0.8 0.4
H -1.8921 2.9574 -1.9920 2.9 1.1 1.6
H 2.3126 -0.2179 1.0100 0.0 0.2 -2.3
H -0.5593 2.3936 -1.2554 -1.3 2.3 -0.4
H 0.0828 0.2705 0.8616 -0.8 0.2 -1.7
H 0.3123 -4.3152 -1.5081 1.1 -1.9 -1.0
H -0.9378 -2.3175 -3.5968 2.4 3.2 -2.5
H 3.4006 -0.1977 -0.4741 -2.0 -0.1 0.4
H -1.1244 3.9722 2.2664 9.5 4.4 -1.3
H -1.4195 0.8967 -1.7257 0.2 -2.5 1.4
H 1.0167 -0.7137 3.7294 0.7 0.0 -2.0
H -0.5249 0.4841 4.1614 -0.1 0.1 0.6
H -1.7555 -2.6103 0.4158 -0.1 1.0 -0.2
H -1.3795 1.4737 3.3103 1.1 -1.0 -0.2
H -0.9323 -3.9242 -0.7757 0.7 0.3 -0.5
H -2.8051 -0.9043 -0.9961 -0.6 -0.5 1.0
```
Forces are in eV/Å.

Löwdin atomic charge list, values in e, 8 entries: O -0.0640; O 0.0359; O -0.3058; O -0.0785; O -0.0319; O -0.2473; O -0.1768; O -0.1460

=====

Entry 2:
ORCA calculation (ωB97M-V/def2-TZVPD) on one molecule with the formula C2H2N4O2 in a non-equilibrium geometry.

* multiplicity: 1
* F_max: 5.51 eV Å⁻¹
* energy above the lowest of the compared OMol25 structures with the same formula, charge and spin: 151.2 kcal per mole
* net charge: 0
* HOMO-LUMO gap: 8.34 eV

XYZ file:
```
10
Properties=species:S:1:pos:R:3:forces:R:3
O -2.0290 0.5050 -0.5970 -1.7 -0.6 -0.7
O 0.6336 -1.1910 1.4848 -2.8 0.0 -2.2
N 1.4923 0.8116 -0.0902 3.7 -0.3 0.3
N -2.1933 -0.9432 -0.5976 1.9 1.3 1.0
N -1.2947 -1.5826 -0.0378 1.1 1.3 1.1
N -0.8592 1.1965 -0.5342 3.5 -3.1 0.9
C -0.1335 -0.8137 0.5822 1.6 -1.4 0.2
C 0.2197 0.4036 -0.1512 -4.0 3.6 -1.1
H 2.2098 1.6378 -0.4256 -3.6 -2.8 0.9
H 1.9544 -0.0240 0.3665 0.2 1.9 -0.5
```
Forces are in eV/Å.

Löwdin atomic charge list, values in e, 8 entries: O -0.1661; O 0.0765; N 0.1109; N 0.0775; N 0.1075; N 0.1116; C -0.3138; C -0.3342

=====

Entry 3:
ORCA calculation (ωB97M-V/def2-TZVPD) on a 2-piece molecular cluster, C6H14NOP overall in a non-equilibrium geometry.

* multiplicity: 1
* F_max: 4.56 eV Å⁻¹
* energy above the lowest of the compared OMol25 structures with the same formula, charge and spin: 48.9 kcal per mole
* net charge: 0
* HOMO-LUMO gap (spin up / spin down): 8.10 / 8.10 eV

XYZ file:
```
23
Properties=species:S:1:pos:R:3:forces:R:3
P -2.0362 0.0214 0.4038 -1.1 0.2 -0.5
O -2.4817 -1.0405 -0.8005 -0.6 -0.6 1.1
N -0.7942 0.6835 -0.5631 2.9 -0.8 0.4
C -3.3756 1.3193 0.0561 -0.6 -0.2 1.7
C 1.9053 0.2001 1.6746 -2.3 -1.2 -3.8
C 0.4238 -1.9732 -0.1751 2.5 1.2 -0.4
C 2.8674 0.7789 -0.6340 -2.0 -1.3 0.1
C 1.9415 0.1314 0.0800 -0.2 1.5 1.2
C 0.8902 -0.5663 -0.6255 -3.5 -0.3 0.2
H 2.2379 -0.7805 1.8610 0.5 -1.1 1.4
H 1.1949 -2.3822 0.4731 -0.3 0.0 0.6
H -1.9013 -0.8357 -1.5206 0.4 0.3 -1.0
H 0.3514 -2.6902 -0.9604 0.0 -0.2 -1.1
H -0.5213 -1.9181 0.2348 -1.7 -0.2 1.5
H 0.9170 -0.5189 -1.6886 0.3 0.4 -0.6
H -3.0216 1.9723 -0.6993 0.1 0.6 -1.0
H 3.6002 1.2199 -0.0856 2.3 1.5 1.1
H -3.7542 1.9376 0.8951 1.0 -0.2 0.1
H -4.3350 0.8583 -0.1940 0.4 -0.5 -0.6
H 2.8628 0.8462 -1.6962 0.0 -0.2 -0.6
H -0.3255 1.4488 -0.0618 -0.2 -0.1 -0.3
H 2.5021 0.9612 2.0332 1.4 1.4 0.8
H 0.8522 0.3267 1.9929 0.6 -0.2 -0.1
```
Forces are in eV/Å.

Löwdin atomic charge list, values in e, 8 entries: P 0.7095; O -0.3479; N -0.2088; C -0.2732; C -0.0048; C -0.0681; C 0.0839; C -0.3440

=====

Entry 4:
ORCA calculation (ωB97M-V/def2-TZVPD) on C25H50N2P2Tc as an isolated structure in a non-equilibrium geometry.

* multiplicity: 4
* F_max: 2.95 eV Å⁻¹
* ⟨S²⟩: 3.7711
* net charge: +2
* HOMO-LUMO gap (spin up / spin down): 7.30 / 5.27 eV

XYZ file:
```
80
Properties=species:S:1:pos:R:3:forces:R:3
Tc -0.2003 -0.0331 0.0226 -1.8 -1.0 -0.3
P 1.2496 -1.6002 1.0439 1.4 -2.4 -1.0
P 0.0912 3.2842 -0.8706 -0.2 -0.6 0.4
N -0.2666 1.6799 -0.5770 0.2 1.2 -0.6
N -2.3800 -0.5322 0.2985 -0.1 0.5 -0.1
C -1.4762 -2.8342 -3.0577 -0.2 0.5 0.3
C -0.5088 -3.8349 -3.0619 0.2 0.0 0.0
C 1.9014 -2.5072 -0.4427 0.2 0.5 0.4
C -2.6002 -1.9296 0.7524 0.0 -0.1 0.0
C -1.3571 -1.7181 -2.2177 0.0 -0.2 -0.5
C -2.0042 4.0409 -2.6819 0.0 0.0 -0.3
C -0.2460 3.6000 1.8682 0.0 0.1 0.2
C 0.6199 -3.7110 -2.2560 0.2 0.0 0.4
C 1.3091 5.2697 0.8484 0.1 0.4 0.0
C 0.6926 3.0408 -3.6272 -0.1 0.1 -0.3
C -2.3862 -0.6219 -2.2600 -0.3 0.3 -0.4
C -1.4925 4.2386 -1.2425 -0.2 0.2 -0.2
C 1.3602 3.2249 -2.2530 0.2 0.0 -0.2
C 2.0236 2.9014 1.0915 0.2 -0.1 0.2
C -1.2762 5.7523 -1.0309 0.0 0.2 0.1
C 2.1923 4.5179 -2.2700 0.2 0.2 -0.1
C 0.5057 -3.0319 1.9029 -0.7 0.3 0.4
C -3.1557 -0.3219 -0.9666 -0.3 -0.1 0.2
C -2.6276 3.7413 -0.3323 -0.2 0.0 0.3
C 0.7479 -2.6158 -1.3996 0.0 -0.1 -0.3
C 2.2983 2.0108 -2.0786 0.0 -0.1 0.1
C -2.9357 0.3538 1.3553 0.0 0.1 0.1
C 2.6675 -1.2251 2.0962 -0.1 0.7 0.2
C -0.2354 -1.6050 -1.3868 0.5 0.0 1.1
C 0.8256 3.8121 0.7826 0.0 0.1 0.1
H -3.5143 4.3631 -0.5355 0.3 -0.2 0.0
H 0.0262 -2.6683 2.8180 0.0 -0.3 0.0
H -2.2603 -2.6441 -0.0032 -0.1 0.2 0.2
H 1.7438 1.8411 1.0652 0.2 0.3 0.0
H -2.1205 6.2935 -1.4873 0.2 -0.3 0.1
H -3.5024 0.7177 -0.9802 0.1 -0.3 -0.1
H 3.0080 2.0263 -2.9166 -0.2 0.0 0.2
H 2.7329 -1.9123 -0.8458 -0.1 -0.2 -0.1
H -3.9673 0.0479 1.5752 0.2 0.2 0.1
H -0.7201 2.6145 1.7785 0.0 0.2 0.1
H 0.4962 5.9950 0.7510 0.3 -0.2 0.1
H -3.1439 -0.8935 -3.0079 0.2 0.2 0.1
H -3.0315 4.4310 -2.7241 0.3 -0.1 0.1
H 0.2446 3.6400 2.8501 -0.1 0.0 -0.2
H -4.0538 -0.9562 -0.8958 0.2 0.2 -0.1
H 2.8970 4.5634 -1.4269 -0.3 0.0 -0.3
H -2.0479 2.9836 -2.9762 0.0 0.3 0.0
H -0.0724 2.2515 -3.6233 0.2 0.2 0.0
H 3.3364 -0.5066 1.6036 -0.2 -0.2 0.2
H -0.3636 6.1177 -1.5270 -0.3 -0.1 0.3
H 2.8751 3.0735 0.4218 -0.3 0.0 0.3
H 1.4520 0.0798 -0.1229 0.4 0.2 -0.1
H -0.6258 -4.7083 -3.6990 0.0 0.2 0.1
H 1.7427 1.0654 -2.1204 0.2 0.3 -0.1
H 2.3637 3.1153 2.1142 -0.1 0.1 -0.2
H -3.6781 -2.0630 0.9164 0.2 -0.1 0.0
H -2.0728 -2.1020 1.6935 -0.1 0.0 -0.1
H 1.4713 2.7321 -4.3380 -0.1 0.1 0.2
H -1.0110 4.3887 1.8604 0.3 -0.3 0.0
H 1.2911 -3.7532 2.1614 0.0 0.3 -0.1
H -2.4196 3.8320 0.7367 -0.1 -0.1 -0.3
H 2.7922 4.5258 -3.1955 -0.2 0.0 0.3
H 3.2253 -2.1403 2.3460 -0.3 0.2 -0.2
H 2.2793 -0.7742 3.0205 0.3 -0.1 -0.1
H 2.2868 -3.4866 -0.1283 0.0 0.2 -0.1
H -2.3179 0.2770 2.2567 -0.3 -0.1 -0.1
H -1.2625 6.0238 0.0349 0.0 -0.1 -0.5
H -2.3451 -2.8893 -3.7138 0.2 -0.1 0.2
H 0.0331 0.0687 1.6553 0.0 -0.4 0.2
H 2.8811 2.0359 -1.1552 -0.1 -0.1 -0.2
H -0.2366 -3.5384 1.2751 0.2 0.2 0.1
H 1.7632 5.4302 1.8392 -0.1 -0.1 -0.3
H -2.8871 2.6999 -0.5587 0.1 0.3 0.0
H 0.2671 3.9755 -4.0147 0.1 -0.4 0.1
H -2.9269 1.3925 1.0124 0.0 -0.3 0.1
H -1.9005 0.3109 -2.6053 -0.1 -0.4 0.1
H -1.4216 4.6138 -3.4163 -0.3 -0.3 0.3
H 2.0744 5.5003 0.0992 -0.2 0.0 0.3
H 1.4124 -4.4643 -2.2566 -0.4 0.1 -0.1
H 1.5618 5.4216 -2.2851 0.3 -0.3 0.0
```
Forces are in eV/Å.

Löwdin atomic charge list, values in e, 8 entries: Tc 1.0854; P 0.7562; P 1.0610; N -0.3070; N -0.3671; C -0.0085; C -0.0207; C -0.2654